DFT (wB97M-V/def2-TZVPD) results for a 7-piece molecular cluster, C36H58NO21 overall.

## Properties
HOMO (spin up / spin down), eV: -7.781 / -9.121
2S+1: 2
LUMO level (spin up / spin down), hartree: 0.011 / 0.011
E_tot, eV: -82759.6993

Element x y z (Å)
C -4.55 2.69 1.33
C -5.86 2.76 0.53
C -6.01 1.73 -0.58
O -7.03 1.16 -0.81
O -4.89 1.43 -1.30
C -4.08 2.50 -1.81
C -2.62 2.16 -1.58
C -1.58 3.18 -2.12
C -1.80 3.49 -3.64
C -1.02 4.72 -4.13
C -1.46 2.33 -4.60
C -2.31 1.05 -4.53
C -0.19 2.54 -1.95
C 0.35 2.40 -0.50
C 1.88 2.48 -0.54
C 0.00 1.05 0.12
N -0.18 3.50 0.36
O -0.92 3.14 1.34
C -0.58 4.77 -0.29
C 0.62 5.44 -0.98
C -1.05 5.72 0.80
C -1.73 4.46 -1.25
H -3.88 3.52 1.11
H -4.02 1.76 1.14
H -4.77 2.74 2.39
H -6.74 2.62 1.16
H -5.96 3.74 0.07
H -4.34 3.44 -1.32
H -4.33 2.60 -2.86
H -2.48 2.15 -0.49
H -2.42 1.15 -1.94
H -2.86 3.74 -3.79
H -1.08 4.78 -5.21
H 0.04 4.64 -3.89
H -1.39 5.66 -3.72
H -1.56 2.74 -5.61
H -0.41 2.08 -4.49
H -1.77 0.24 -4.03
H -2.53 0.69 -5.53
H -3.25 1.19 -4.01
H 0.54 3.08 -2.55
H -0.22 1.53 -2.36
H 2.24 3.37 -1.04
H 2.27 1.63 -1.11
H 2.29 2.44 0.47
H -1.06 0.92 0.29
H 0.52 0.92 1.07
H 0.33 0.27 -0.58
H 1.50 5.36 -0.33
H 0.41 6.50 -1.12
H 0.88 5.00 -1.93
H -0.29 5.78 1.58
H -1.18 6.73 0.40
H -1.99 5.41 1.24
H -1.94 5.35 -1.85
H -2.60 4.32 -0.60
C 1.88 4.63 5.65
C 0.47 4.34 5.18
O 0.02 5.63 4.76
C 1.09 6.38 4.45
O 1.06 7.43 3.88
O 2.23 5.78 4.86
H 2.58 3.82 5.45
H 1.92 4.92 6.70
H 0.45 3.67 4.32
H -0.18 3.95 5.96
C 4.68 0.65 2.63
C 3.68 -0.11 1.77
O 2.46 0.06 2.52
C 2.57 1.16 3.28
O 1.67 1.66 3.87
O 3.83 1.63 3.26
H 5.45 1.15 2.06
H 5.13 0.03 3.40
H 3.54 0.35 0.79
H 3.91 -1.16 1.66
C 5.60 -4.33 0.03
C 6.71 -4.91 0.89
O 6.91 -3.87 1.86
C 5.77 -3.16 1.96
O 5.54 -2.35 2.80
O 4.92 -3.49 0.98
H 4.91 -5.08 -0.35
H 5.98 -3.72 -0.78
H 6.40 -5.82 1.41
H 7.63 -5.09 0.35
C -1.82 -3.81 -6.72
C -2.85 -2.78 -6.28
O -2.20 -2.17 -5.17
C -0.86 -2.34 -5.30
O -0.04 -1.81 -4.62
O -0.60 -3.21 -6.30
H -1.80 -3.98 -7.80
H -1.94 -4.76 -6.21
H -3.03 -2.02 -7.04
H -3.80 -3.20 -5.96
C 3.25 -6.90 4.00
C 1.98 -7.38 3.32
O 2.22 -7.03 1.95
C 3.55 -6.94 1.76
O 4.09 -6.80 0.71
O 4.21 -7.00 2.94
H 3.56 -7.53 4.83
H 3.19 -5.86 4.32
H 1.84 -8.46 3.38
H 1.07 -6.89 3.66
C -3.15 -8.83 2.10
C -2.23 -7.70 1.65
O -0.99 -8.07 2.25
C -0.99 -9.41 2.47
O -0.04 -10.03 2.81
O -2.22 -9.92 2.26
H -3.90 -9.10 1.37
H -3.62 -8.63 3.06
H -2.10 -7.67 0.57
H -2.54 -6.72 2.01



DFT (wB97M-V/def2-TZVPD) results for a 7-piece molecular cluster, C36H59NO22 overall at a distorted geometry.

## Properties
HOMO, eV: -9.007
ΔE to the lowest compared entry with this formula, charge and spin, kcal/mol: 195.3
LUMO level, hartree: 0.005
E_tot, eV: -84817.1516
Structure (SMILES): CCCOC(=O)N(CCC)CCCCOC=O.C[C@@H]1COC(=O)O1.C[C@@H]1COC(=O)O1.C[C@@H]1COC(=O)O1.C[C@@H]1COC(=O)O1.C[C@@H]1COC(=O)O1.C[C@@H]1COC(=O)O1

Element x y z (Å)
C -1.07 2.46 2.47
C -1.21 3.75 1.41
C -2.40 3.48 0.27
O -2.30 2.18 -0.39
C -1.13 2.10 -1.30
O -0.53 3.25 -1.70
N -0.52 0.81 -1.81
C -1.14 0.35 -3.11
C -2.73 -0.04 -3.03
C -2.95 -1.67 -2.80
C -0.45 -0.27 -0.77
C 1.15 -0.36 -0.31
C 2.00 -0.91 -1.60
C 2.58 0.25 -2.60
O 2.34 -0.13 -4.03
C 2.26 1.07 -4.88
O 3.03 2.18 -4.70
H -2.12 1.93 2.58
H -0.73 2.78 3.54
H -0.23 1.77 2.02
H -0.18 4.03 0.95
H -1.57 4.67 2.08
H -3.42 3.46 0.89
H -2.52 4.40 -0.47
H -0.55 -0.58 -3.58
H -0.99 1.24 -3.89
H -3.35 0.63 -2.29
H -3.18 0.18 -4.12
H -1.94 -2.27 -3.00
H -3.19 -1.79 -1.64
H -3.80 -2.11 -3.48
H -1.18 -0.13 0.14
H -0.69 -1.36 -1.20
H 1.43 0.75 0.01
H 1.28 -1.12 0.60
H 1.27 -1.61 -2.22
H 2.92 -1.57 -1.27
H 2.00 1.29 -2.46
H 3.72 0.49 -2.48
H 1.53 1.07 -5.82
C 1.44 -5.90 -1.23
C 0.99 -4.98 -0.11
C 0.28 -5.69 1.00
O -0.54 -4.67 1.54
C -0.82 -3.83 0.50
O -1.70 -2.98 0.51
O 0.00 -4.07 -0.56
H 1.19 -6.95 -1.03
H 0.99 -5.63 -2.19
H 2.52 -5.86 -1.35
H 1.84 -4.39 0.26
H 0.96 -6.08 1.76
H -0.38 -6.50 0.65
C -0.81 3.75 -6.80
C -2.12 4.36 -6.33
C -2.03 5.01 -4.99
O -3.37 4.92 -4.51
C -3.89 3.79 -5.08
O -4.91 3.25 -4.71
O -3.10 3.35 -6.11
H 0.00 3.92 -6.08
H -0.90 2.67 -6.97
H -0.49 4.21 -7.74
H -2.52 5.04 -7.09
H -1.71 6.06 -5.05
H -1.39 4.48 -4.28
C 7.84 4.19 -1.90
C 7.65 2.74 -1.47
C 6.72 1.97 -2.36
O 6.22 0.97 -1.49
C 6.23 1.52 -0.24
O 5.64 1.07 0.72
O 6.98 2.67 -0.22
H 7.29 4.42 -2.82
H 7.52 4.89 -1.12
H 8.89 4.38 -2.12
H 8.62 2.25 -1.36
H 7.24 1.52 -3.21
H 5.88 2.56 -2.72
C -0.91 -0.51 5.43
C -1.35 0.41 6.56
C -2.07 -0.30 7.67
O -2.89 0.72 8.21
C -3.17 1.56 7.17
O -4.04 2.41 7.18
O -2.34 1.32 6.10
H -1.16 -1.56 5.64
H -1.36 -0.24 4.47
H 0.18 -0.47 5.32
H -0.50 1.00 6.93
H -1.38 -0.69 8.43
H -2.72 -1.11 7.32
C 4.91 -0.54 3.28
C 4.36 -0.59 4.70
C 3.51 -1.79 4.96
O 2.65 -1.34 6.00
C 2.51 0.00 5.81
O 1.65 0.69 6.33
O 3.45 0.47 4.93
H 4.62 -1.41 2.70
H 4.58 0.36 2.75
H 6.01 -0.53 3.31
H 5.17 -0.50 5.43
H 4.09 -2.66 5.29
H 2.88 -2.08 4.11
C -7.27 -2.55 0.46
C -6.68 -3.93 0.20
C -5.68 -4.36 1.22
O -4.86 -5.26 0.49
C -4.90 -4.83 -0.80
O -4.12 -5.19 -1.67
O -5.91 -3.92 -0.99
H -6.89 -2.11 1.39
H -7.07 -1.85 -0.36
H -8.36 -2.62 0.59
H -7.48 -4.67 0.07
H -6.14 -4.86 2.08
H -5.05 -3.54 1.58



DFT (wB97M-V/def2-TZVPD) results for C36H60BO36S8 as an isolated structure at a distorted geometry.

## Properties
HOMO, eV: -7.378
LUMO level, hartree: 0.039
E_tot, eV: -199369.6087
Net charge: -1

Element x y z (Å)
O -3.02 -1.51 0.05
C -1.90 -1.12 0.01
O -1.40 -0.11 -0.70
B -0.01 0.21 -0.27
O 0.30 -0.88 0.66
C -0.70 -1.69 0.85
O -0.83 -2.56 1.66
O 0.03 1.55 0.36
C 0.86 2.35 -0.27
O 1.00 3.53 -0.14
C 1.55 1.47 -1.34
O 0.93 0.32 -1.40
O 2.44 1.82 -2.08
C 6.01 0.86 -0.24
C 4.52 1.14 -0.11
O 4.45 1.91 1.10
S 5.66 1.55 2.16
O 5.07 0.75 3.19
O 6.39 2.75 2.43
O 6.43 0.65 1.10
H 6.50 1.73 -0.68
H 6.30 0.02 -0.88
H 3.99 0.21 0.11
H 4.22 1.80 -0.91
C -4.21 2.23 0.00
C -5.13 1.08 0.38
O -6.14 1.74 1.09
S -6.52 3.21 0.44
O -6.72 4.21 1.46
O -7.56 3.07 -0.53
O -5.09 3.29 -0.32
H -3.47 1.99 -0.77
H -3.47 2.43 0.79
H -4.65 0.31 0.99
H -5.32 0.55 -0.56
C -0.06 -5.58 1.64
C -0.69 -4.39 2.36
O 0.23 -4.14 3.39
S 1.71 -4.07 2.74
O 2.67 -4.51 3.67
O 1.97 -2.82 2.05
O 1.38 -5.36 1.77
H -0.23 -5.73 0.57
H -0.17 -6.55 2.12
H -1.64 -4.72 2.79
H -0.94 -3.57 1.69
C 0.91 0.11 4.22
C 1.50 -1.10 4.91
O 1.87 -0.70 6.24
S 1.56 0.87 6.51
O 2.79 1.66 6.39
O 0.84 0.93 7.75
O 0.57 1.06 5.21
H -0.03 -0.20 3.74
H 1.34 0.63 3.35
H 2.36 -1.47 4.36
H 0.84 -1.96 4.98
O -7.79 -0.25 2.77
S -6.89 -0.34 3.88
O -7.28 -0.69 5.22
O -5.68 -1.30 3.41
C -4.66 -1.68 4.34
C -3.78 -2.68 3.62
C -6.01 1.22 3.95
H -5.02 -2.11 5.27
H -4.03 -0.83 4.63
H -3.75 -2.37 2.57
H -4.13 -3.71 3.65
H -2.74 -2.60 3.93
H -5.39 1.23 4.85
H -6.81 1.95 4.01
H -5.35 1.27 3.10
O 4.13 -2.64 -3.27
S 3.72 -3.20 -2.03
O 3.49 -4.61 -1.90
O 4.70 -2.63 -0.86
C 4.86 -3.38 0.35
C 5.74 -2.44 1.18
C 2.21 -2.35 -1.53
H 5.25 -4.37 0.14
H 3.90 -3.41 0.87
H 6.63 -2.02 0.70
H 6.11 -2.93 2.08
H 5.23 -1.52 1.45
H 1.98 -2.75 -0.54
H 1.40 -2.58 -2.22
H 2.42 -1.29 -1.45
O 4.89 1.52 -7.41
S 3.60 1.48 -6.78
O 2.38 1.65 -7.52
O 3.62 0.06 -6.02
C 2.73 -0.10 -4.90
C 1.88 -1.35 -5.09
C 3.71 2.63 -5.42
H 2.09 0.77 -4.77
H 3.24 -0.20 -3.94
H 1.02 -1.25 -4.42
H 2.30 -2.30 -4.77
H 1.58 -1.51 -6.12
H 4.71 2.64 -4.99
H 2.93 2.47 -4.67
H 3.61 3.61 -5.87
O 5.78 4.57 -3.38
S 5.26 4.21 -2.09
O 5.25 2.85 -1.63
O 5.93 5.14 -0.98
C 6.11 4.64 0.36
C 7.53 4.03 0.47
C 3.60 4.83 -1.88
H 5.40 3.87 0.66
H 6.04 5.49 1.03
H 8.01 4.43 1.36
H 8.08 4.29 -0.43
H 7.52 2.94 0.55
H 3.61 5.91 -1.92
H 3.43 4.58 -0.82
H 2.88 4.23 -2.43
C -4.30 3.31 -3.24
C -2.97 3.69 -3.09
C -2.08 2.65 -2.89
C -2.44 1.34 -3.19
C -3.75 0.97 -3.41
C -4.68 2.00 -3.39
H -5.04 4.10 -3.20
H -2.65 4.71 -2.90
H -1.04 2.80 -2.62
H -1.56 0.70 -3.23
H -3.92 -0.03 -3.80
H -5.76 1.88 -3.40
C -8.71 -3.85 -0.50
C -7.99 -4.24 -1.64
C -6.78 -3.65 -1.92
C -6.32 -2.61 -1.09
C -7.04 -2.21 -0.01
C -8.29 -2.76 0.25
H -9.66 -4.28 -0.21
H -8.28 -5.08 -2.26
H -6.21 -3.97 -2.78
H -5.39 -2.13 -1.36
H -6.73 -1.28 0.47
H -8.93 -2.40 1.04